A cluster of 16 separate species, C72H172N4O16 in total. Source: the OMol25 dataset; level of theory: the ωB97M-V functional and the def2-TZVPD basis.

Atoms and positions in Å:
C (6.9698, 31.0381, 20.4978)
C (7.9623, 29.8323, 20.7429)
C (7.2473, 28.4633, 20.7836)
O (8.8074, 29.7355, 19.5901)
H (7.4675, 31.9808, 20.2701)
H (6.4419, 31.3119, 21.4113)
H (6.2700, 30.7886, 19.7002)
H (8.5624, 30.0138, 21.6345)
H (6.3946, 28.3998, 21.4596)
H (7.9413, 27.6962, 21.1271)
H (6.8617, 28.1540, 19.8121)
H (9.3778, 30.5075, 19.6100)
C (10.9698, 33.5946, 21.2685)
C (11.3691, 32.5813, 20.1945)
C (11.8916, 31.2606, 20.7336)
O (10.3092, 32.2676, 19.4075)
H (10.3857, 33.1398, 22.0685)
H (10.4562, 34.4265, 20.7866)
H (11.8568, 33.9742, 21.7758)
H (12.1748, 32.9687, 19.5709)
H (12.1219, 30.5524, 19.9378)
H (11.1196, 30.6777, 21.2360)
H (12.7431, 31.3561, 21.4074)
H (10.3070, 32.8301, 18.6296)
C (3.1131, 24.9962, 18.0041)
C (4.4526, 25.7043, 17.7640)
C (5.5613, 25.4434, 18.7712)
O (5.0172, 25.4474, 16.4933)
H (2.3029, 25.5963, 17.5900)
H (2.8110, 25.0033, 19.0514)
H (3.0432, 24.0115, 17.5420)
H (4.1617, 26.7547, 17.7509)
H (6.5767, 25.7242, 18.4916)
H (5.4721, 24.4117, 19.1115)
H (5.4018, 26.0941, 19.6310)
H (5.6540, 26.1657, 16.4814)
C (16.1633, 29.1252, 11.6527)
C (14.6520, 29.3287, 11.3737)
C (13.9251, 28.6842, 12.5133)
O (14.5144, 30.7723, 11.4067)
H (16.4093, 28.0683, 11.7548)
H (16.4534, 29.6556, 12.5597)
H (16.7146, 29.5269, 10.8025)
H (14.2552, 29.1199, 10.3802)
H (12.8567, 28.8818, 12.4271)
H (14.3615, 28.8901, 13.4907)
H (14.0250, 27.6050, 12.3979)
H (14.6241, 31.1100, 12.2986)
C (6.4435, 22.6625, 16.1074)
C (6.2669, 22.9638, 14.6105)
C (6.3459, 21.6505, 13.6975)
O (4.9695, 23.5273, 14.4352)
H (7.4123, 22.2047, 16.3073)
H (5.6449, 21.9974, 16.4360)
H (6.5189, 23.5752, 16.6985)
H (7.0316, 23.6483, 14.2434)
H (5.8834, 20.7527, 14.1075)
H (7.3602, 21.5200, 13.3203)
H (5.7409, 21.8717, 12.8181)
H (4.9809, 24.1527, 15.1635)
C (12.0879, 25.5130, 21.0754)
C (11.2914, 26.0728, 22.2680)
C (11.2320, 25.0716, 23.4044)
O (11.9881, 27.2525, 22.7690)
H (13.1551, 25.3964, 21.2642)
H (11.9554, 26.2191, 20.2556)
H (11.7115, 24.5663, 20.6879)
H (10.2754, 26.2798, 21.9320)
H (12.2053, 24.7960, 23.8103)
H (10.8128, 24.1245, 23.0647)
H (10.5615, 25.4062, 24.1960)
H (12.9337, 27.0974, 22.8276)
C (14.5028, 32.0064, 16.2545)
C (15.2393, 32.2379, 14.9152)
C (16.5379, 31.4259, 14.8365)
O (14.3239, 31.9166, 13.8718)
H (15.1663, 32.0801, 17.1161)
H (14.0796, 31.0044, 16.1836)
H (13.7055, 32.7252, 16.4436)
H (15.5605, 33.2761, 14.8310)
H (16.1779, 30.3972, 14.8536)
H (17.2454, 31.6692, 15.6291)
H (16.9975, 31.5661, 13.8581)
H (13.4781, 32.3661, 13.9352)
C (11.6702, 31.9562, 11.9500)
C (11.1433, 32.8567, 13.0478)
C (10.6485, 31.9464, 14.1153)
O (12.2089, 33.5571, 13.6800)
H (12.2347, 31.0980, 12.3147)
H (12.4399, 32.4865, 11.3893)
H (10.8342, 31.5933, 11.3521)
H (10.3239, 33.4704, 12.6736)
H (11.4106, 31.2402, 14.4450)
H (9.6535, 31.5324, 13.9518)
H (10.4328, 32.6191, 14.9455)
H (11.8161, 34.1152, 14.3552)
C (5.5403, 29.6306, 16.1843)
C (6.3889, 28.6162, 15.4001)
C (7.6854, 29.2113, 14.9537)
O (6.8046, 27.5278, 16.2263)
H (4.9912, 30.2750, 15.4978)
H (6.1109, 30.2199, 16.9021)
H (4.7712, 29.1161, 16.7605)
H (5.7775, 28.2712, 14.5663)
H (8.4247, 28.5519, 14.4990)
H (8.2142, 29.7729, 15.7239)
H (7.5789, 29.9040, 14.1188)
H (7.7414, 27.6529, 16.3945)
C (18.7124, 26.4122, 16.1004)
C (17.5096, 27.3407, 16.0513)
C (17.4605, 28.5849, 16.9559)
O (17.4258, 27.8322, 14.7337)
H (18.8392, 25.9185, 17.0639)
H (19.6751, 26.8727, 15.8785)
H (18.6948, 25.7036, 15.2723)
H (16.6192, 26.7878, 16.3505)
H (17.6491, 28.4023, 18.0139)
H (16.4485, 28.9742, 16.8445)
H (18.1923, 29.3543, 16.7100)
H (17.1120, 27.0629, 14.2528)
C (16.9724, 23.5238, 12.4521)
C (16.0723, 24.7127, 12.7194)
C (15.0124, 24.4289, 13.8109)
O (16.9658, 25.6634, 13.3662)
H (16.3249, 22.7294, 12.0810)
H (17.3775, 23.1880, 13.4067)
H (17.7575, 23.8123, 11.7531)
H (15.6028, 24.9961, 11.7774)
H (14.3252, 23.6374, 13.5119)
H (14.4658, 25.3528, 13.9999)
H (15.4828, 24.1286, 14.7471)
H (17.8300, 25.5369, 12.9676)
C (15.8358, 26.8685, 20.4556)
C (15.6156, 27.4926, 21.8543)
C (14.7929, 28.7766, 21.8298)
O (15.0446, 26.4312, 22.6368)
H (14.8877, 26.4019, 20.1883)
H (16.5684, 26.0751, 20.6034)
H (16.2119, 27.6252, 19.7670)
H (16.5599, 27.7981, 22.3047)
H (15.4070, 29.6007, 21.4665)
H (14.6069, 29.1244, 22.8459)
H (13.8121, 28.8165, 21.3560)
H (15.1478, 26.6302, 23.5703)
C (14.1216, 20.4227, 23.4725)
C (15.4302, 21.1913, 23.1956)
C (16.4244, 20.1556, 22.6052)
C (16.1577, 19.8060, 21.1356)
C (16.1418, 21.0526, 20.3273)
C (15.1086, 22.1459, 20.8476)
N (15.3354, 22.3560, 22.2895)
O (14.6804, 23.4013, 22.8250)
C (15.4401, 23.4867, 20.1444)
C (13.6111, 21.7208, 20.3538)
C (16.0663, 21.6492, 24.5568)
H (13.7234, 19.8898, 22.6090)
H (13.3393, 21.1599, 23.6532)
H (14.2305, 19.7968, 24.3582)
H (17.4614, 20.4652, 22.7359)
H (16.4105, 19.1793, 23.0896)
H (15.2062, 19.2919, 20.9996)
H (16.8985, 19.1479, 20.6816)
H (16.0146, 20.8363, 19.2665)
H (17.2014, 21.3053, 20.2909)
H (14.4987, 24.0341, 20.0970)
H (16.1407, 24.1701, 20.6243)
H (15.7483, 23.4122, 19.1015)
H (13.5322, 21.9203, 19.2852)
H (13.4450, 20.6515, 20.4852)
H (12.8321, 22.2740, 20.8784)
H (17.0904, 21.9924, 24.4097)
H (16.1368, 20.8333, 25.2762)
H (15.4542, 22.3869, 25.0757)
H (15.2991, 24.0820, 22.5503)
C (10.2412, 22.4200, 14.0230)
C (11.2260, 21.2228, 13.7935)
C (12.3439, 21.3385, 14.8649)
C (11.9691, 20.7976, 16.2062)
C (11.6650, 19.3226, 16.0333)
C (10.5266, 19.0475, 15.0112)
N (10.6075, 19.8929, 13.7976)
O (9.5572, 19.7522, 12.9018)
C (10.7449, 17.5557, 14.6583)
C (9.1086, 19.1869, 15.7102)
C (11.8548, 21.4277, 12.4442)
H (10.5185, 23.3459, 13.5191)
H (9.9301, 22.7785, 15.0042)
H (9.2768, 22.1882, 13.5710)
H (13.1227, 20.6654, 14.5064)
H (12.8121, 22.3227, 14.8754)
H (11.0786, 21.2772, 16.6124)
H (12.8419, 20.9447, 16.8423)
H (11.4417, 18.9294, 17.0251)
H (12.6207, 18.8342, 15.8429)
H (10.0188, 17.1645, 13.9456)
H (11.7797, 17.4516, 14.3321)
H (10.6227, 16.9525, 15.5579)
H (8.2969, 19.3238, 14.9957)
H (8.8757, 18.3112, 16.3160)
H (9.1958, 20.0562, 16.3619)
H (12.4355, 22.3490, 12.3981)
H (11.1846, 21.3349, 11.5896)
H (12.5996, 20.6509, 12.2712)
H (9.9724, 19.4803, 12.0800)
C (9.4995, 22.5162, 20.9681)
C (8.9679, 21.1389, 20.5499)
C (8.6236, 20.4742, 21.8862)
C (7.7282, 19.2050, 21.6704)
C (6.3897, 19.7136, 21.0488)
C (6.5936, 20.3777, 19.6828)
N (7.7176, 21.3993, 19.7691)
O (7.9586, 22.0540, 18.6362)
C (6.7561, 19.2222, 18.6354)
C (5.2390, 21.1137, 19.5132)
C (10.1305, 20.3912, 19.7460)
H (9.6876, 23.2174, 20.1550)
H (10.4323, 22.3493, 21.5068)
H (8.7779, 23.1190, 21.5194)
H (9.4789, 20.0701, 22.4277)
H (8.1570, 21.1239, 22.6266)
H (7.4645, 18.7199, 22.6102)
H (8.2153, 18.4072, 21.1098)
H (5.7347, 20.2872, 21.7046)
H (5.8846, 18.7570, 20.9154)
H (5.7651, 18.7806, 18.5299)
H (7.0224, 19.5789, 17.6405)
H (7.5284, 18.4975, 18.8933)
H (5.2863, 21.8219, 18.6860)
H (4.4246, 20.4060, 19.3582)
H (4.9484, 21.8372, 20.2750)
H (10.5472, 21.0196, 18.9588)
H (9.7738, 19.5348, 19.1737)
H (10.8682, 19.8953, 20.3767)
H (7.7896, 22.9307, 18.9890)
C (9.7190, 25.4789, 15.8597)
C (10.4130, 25.7037, 17.2196)
C (11.5396, 24.6239, 17.4288)
C (12.9012, 24.9026, 16.8203)
C (13.3108, 26.3165, 17.2918)
C (12.3234, 27.4127, 17.0678)
N (10.9543, 27.0477, 17.4875)
O (9.9597, 28.1203, 17.3845)
C (12.8598, 28.6492, 17.8750)
C (12.4408, 27.8189, 15.5719)
C (9.3576, 25.5301, 18.3145)
H (9.1550, 26.3797, 15.6175)
H (10.3758, 25.2192, 15.0294)
H (8.9090, 24.7506, 15.9000)
H (11.7084, 24.5040, 18.4989)
H (11.2363, 23.6936, 16.9487)
H (13.5995, 24.0719, 16.9229)
H (12.6771, 24.9297, 15.7539)
H (14.2006, 26.5303, 16.6997)
H (13.6018, 26.2767, 18.3414)
H (12.2640, 29.5446, 17.6978)
H (13.8486, 28.9261, 17.5094)
H (12.8732, 28.4088, 18.9380)
H (11.6803, 28.5792, 15.3940)
H (12.1335, 27.0624, 14.8498)
H (13.4156, 28.2764, 15.4029)
H (8.7388, 26.3807, 18.6003)
H (8.7134, 24.6544, 18.2359)
H (9.8215, 25.3854, 19.2902)
H (9.9541, 28.4610, 18.2820)

Properties
HOMO energy (alpha / beta) in eV: 0.2 / -6.5
Max |F| in eV/Å: 5.6
<S²>: 0.751
Spin multiplicity: 2
Net charge: -1

=====

A cluster of 2 separate species, C14H26N3O2 in total. Source: the OMol25 dataset; level of theory: the ωB97M-V functional and the def2-TZVPD basis.

Atoms and positions in Å:
N (1.7899, -2.2635, -1.4637)
C (1.2967, -1.1095, -2.1297)
C (2.1123, -0.1932, -2.7956)
C (1.5251, 0.8774, -3.4242)
N (0.1911, 1.0551, -3.3811)
C (-0.6250, 0.1923, -2.7430)
C (-2.0921, 0.5030, -2.8019)
C (-2.9733, -0.3496, -1.8958)
C (-3.2227, -1.7513, -2.3790)
O (-3.8318, -2.5243, -1.7120)
O (-2.7151, -2.0798, -3.5803)
C (-0.0775, -0.9013, -2.0963)
H (2.4753, -1.9897, -0.7661)
H (2.2318, -2.8961, -2.1206)
H (3.1806, -0.3171, -2.8234)
H (2.1127, 1.5981, -3.9671)
H (-0.2034, 1.8651, -3.8400)
H (-2.3882, 0.2890, -3.8308)
H (-2.2655, 1.5649, -2.6474)
H (-3.9486, 0.1239, -1.8481)
H (-2.6014, -0.4304, -0.8803)
H (-2.7026, -3.0487, -3.5929)
H (-0.6876, -1.5965, -1.5511)
C (-1.0037, -1.0391, 1.7508)
C (-0.4000, -0.2890, 2.9251)
N (1.0274, -0.0706, 2.7734)
C (1.6718, 0.4049, 3.9897)
C (1.2730, 1.7835, 4.5269)
C (1.4322, 0.5815, 1.5449)
C (0.8460, 1.9650, 1.2256)
H (-0.4847, -1.9839, 1.5803)
H (-2.0542, -1.2609, 1.9428)
H (-0.9555, -0.4434, 0.8340)
H (-0.5564, -0.8841, 3.8271)
H (-0.9597, 0.6477, 3.0720)
H (2.7539, 0.3812, 3.8368)
H (1.4768, -0.3369, 4.7690)
H (1.7047, 2.5928, 3.9391)
H (1.6456, 1.8984, 5.5456)
H (0.1916, 1.9175, 4.5604)
H (1.1845, -0.0887, 0.7114)
H (2.5237, 0.6443, 1.5361)
H (-0.2257, 2.0132, 1.4237)
H (0.9945, 2.1926, 0.1650)
H (1.3332, 2.7565, 1.7904)

Properties
ΔE to the lowest compared entry with this formula, charge and spin in eV: 0.000
HOMO energy in eV: -10.5
Max |F| in eV/Å: 0.9
Net charge: +1

=====

A cluster of 2 separate species, C2HClNO3S in total. Source: the OMol25 dataset; level of theory: the ωB97M-V functional and the def2-TZVPD basis.

Atoms and positions in Å:
C (-2.1742, 1.0591, 0.0461)
C (-1.4896, -0.0761, -0.1970)
N (-2.8018, 1.9885, 0.2823)
O (1.9509, -0.6098, -1.5082)
O (1.8761, 0.9059, 0.4142)
O (2.8495, -1.4129, 0.6312)
S (1.8672, -0.4634, -0.0652)
Cl (-1.5138, -1.2904, 1.1125)
H (-0.5642, -0.1009, -0.7159)

Properties
ΔE to the lowest compared entry with this formula, charge and spin in eV: 2.599
HOMO energy (alpha / beta) in eV: -5.4 / -3.9
Max |F| in eV/Å: 3.9
Net charge: -1

=====

A structure of composition C25H57BBrI3N3O9PSi2. Source: the OMol25 dataset; level of theory: the ωB97M-V functional and the def2-TZVPD basis.

Atoms and positions in Å:
C (-0.7536, 1.3925, 4.1146)
O (-0.9745, 1.6474, 2.7008)
C (0.3094, 1.8827, 2.0489)
C (-0.0235, 2.1185, 0.4719)
C (-0.8151, 0.8815, -0.1695)
C (-0.2902, 0.3849, -1.6108)
Si (1.5208, -0.1944, -1.6939)
C (2.0872, -1.2311, -0.1430)
C (0.9130, -1.9858, 0.6090)
O (0.6389, -1.6224, 1.8015)
O (0.1505, -3.0827, 0.1157)
C (-0.8301, -3.5219, 1.0831)
C (-2.3426, -2.9930, 0.8354)
O (-0.5517, -4.2914, 2.0379)
O (2.5352, 1.2026, -1.6479)
Si (2.4296, 2.3188, -2.9156)
C (1.2797, 2.0453, -4.3864)
C (0.5847, 3.4389, -4.8923)
C (-0.7632, 3.8049, -4.0987)
I (-0.0547, 3.0058, -6.9758)
B (4.2516, 2.5519, -3.6506)
O (5.3497, 1.8449, -3.0061)
N (4.5603, 3.4235, -4.8375)
C (5.6172, 4.4195, -4.4679)
C (4.9527, 2.6044, -6.0280)
P (1.9602, 4.3203, -2.0036)
O (2.5072, 5.5783, -3.0349)
Br (3.3323, 4.4465, -0.1671)
C (2.0239, -1.2040, -3.2357)
I (4.2152, -1.5720, -3.1771)
C (1.3483, -2.6566, -3.4314)
C (-0.2484, -2.7028, -3.3321)
I (2.3337, -4.2759, -2.2762)
H (0.1846, 1.9330, 4.4693)
H (-0.6353, 0.2640, 4.2725)
H (-1.6502, 1.7722, 4.7271)
H (1.0534, 1.0255, 2.1808)
H (0.7067, 2.9008, 2.4349)
H (0.9233, 2.4431, -0.0733)
H (-0.7237, 3.0429, 0.4655)
H (-1.8967, 1.2599, -0.3541)
H (-0.9175, 0.0631, 0.6187)
H (-0.5167, 1.2663, -2.3308)
H (-1.0387, -0.4386, -1.9403)
H (2.9717, -1.9261, -0.3875)
H (2.5186, -0.4656, 0.6135)
H (-2.3312, -2.2879, -0.0696)
H (-2.6227, -2.3860, 1.7627)
H (-3.0561, -3.8525, 0.5977)
H (1.9301, 1.7173, -5.2911)
H (0.4540, 1.2653, -4.3050)
H (1.3345, 4.2898, -4.9938)
H (-0.8752, 3.2967, -3.0827)
H (-1.7154, 3.6468, -4.7098)
H (-0.7157, 4.9439, -3.8864)
H (5.8513, 1.3071, -3.6606)
H (5.9835, 5.0374, -5.3675)
H (6.5554, 3.9333, -3.9977)
H (5.1890, 5.1799, -3.7116)
H (4.7037, 3.2399, -6.9653)
H (6.0685, 2.3366, -6.0696)
H (4.2924, 1.6600, -6.0547)
H (2.9653, 5.2385, -3.8393)
H (1.8813, -0.6584, -4.2484)
H (1.5891, -2.9557, -4.5265)
H (-0.6821, -2.5589, -2.2898)
H (-0.6421, -3.6445, -3.8734)
H (-0.6417, -1.8145, -3.9691)
C (1.1472, -1.7082, 6.0686)
C (2.2700, -0.7921, 5.5901)
C (3.5482, -0.8814, 6.4490)
O (3.4653, -0.2038, 7.6997)
C (2.8191, -0.9394, 8.7255)
N (1.7636, 0.5853, 5.5202)
H (0.6428, -1.3251, 6.9577)
H (0.3859, -1.8116, 5.2901)
H (1.5282, -2.7090, 6.2940)
H (2.5360, -1.1099, 4.5757)
H (4.3576, -0.3857, 5.9013)
H (3.8644, -1.9221, 6.5939)
H (3.0159, -2.0126, 8.6500)
H (1.7447, -0.7468, 8.7085)
H (3.2005, -0.5848, 9.6857)
H (2.4830, 1.1783, 5.1099)
H (1.6847, 0.9287, 6.4787)
C (-8.7698, -2.5810, 1.2280)
C (-7.4083, -1.8918, 1.2054)
C (-6.6678, -2.0316, -0.1406)
O (-6.0764, -3.3100, -0.3571)
C (-6.9730, -4.2990, -0.8369)
N (-6.5990, -2.4002, 2.3206)
H (-8.6899, -3.6655, 1.3217)
H (-9.3570, -2.2301, 2.0811)
H (-9.3376, -2.3554, 0.3198)
H (-7.5842, -0.8232, 1.3708)
H (-5.8344, -1.3201, -0.1422)
H (-7.3116, -1.7562, -0.9854)
H (-7.7296, -3.8799, -1.5063)
H (-7.4477, -4.8155, -0.0007)
H (-6.3924, -5.0392, -1.3920)
H (-5.7299, -1.8716, 2.3627)
H (-6.2972, -3.3430, 2.0714)

Properties
HOMO energy in eV: -8.4
Max |F| in eV/Å: 5.8